# 1
The following is a quantum chemistry calculation of the ion C7H13N2 with charge +1, from the OMol25 dataset.

## Properties
Frontier orbital gap, eV: 9.48
Net charge: +1
E_LUMO, eV: -4.6
Relative energy (zero: lowest compared OMol25 entry of this formula, charge and spin), kJ/mol: 405.80

Atoms and positions in Å:
C (-0.24783, 2.65433, 0.19980)
C (1.04878, 0.81343, 1.10719)
C (0.17602, -0.77032, -0.93008)
C (-0.49506, -1.37954, 0.25330)
C (0.08551, -0.03734, 0.29977)
C (-0.55770, -0.52329, -2.19007)
C (0.01183, -2.44565, 1.19663)
N (0.91255, 2.21027, 0.71147)
N (-1.17992, 1.79160, 0.08617)
H (-0.25123, 3.68878, -0.13365)
H (0.92756, 0.61593, 2.10624)
H (2.14054, 0.62715, 0.79008)
H (1.12263, -1.09233, -1.15848)
H (-1.50545, -1.24447, 0.11877)
H (-0.49720, -1.38916, -2.73682)
H (-0.04235, 0.17310, -2.73943)
H (-1.67486, -0.26319, -2.10753)
H (-0.67340, -2.69587, 1.97070)
H (0.89872, -2.11020, 1.69818)
H (0.29136, -3.40302, 0.92980)
H (1.69588, 2.84804, 0.49970)
H (-2.18638, 1.93176, 0.02827)

These are the Mulliken partial charges, in e, on atoms 1 to 5: -0.098, -0.510, 0.112, 0.048, 0.462



# 2
The following is a quantum chemistry calculation of a cluster of 2 separate species, C5H17N4P2 in total, from the OMol25 dataset.

## Properties
Frontier orbital gap (spin up / spin down), eV: 6.85 / 6.11
Net charge: +1
E_LUMO (spin up / spin down), eV: -3.7 / -6.8
Spin multiplicity: 3

Atoms and positions in Å:
C (-0.80672, 2.85268, 1.71042)
C (2.83796, -1.80706, 1.62197)
C (-2.29121, -1.08644, 1.24052)
C (0.23631, -0.88437, -2.10186)
C (0.14656, 1.45759, -2.85271)
N (-0.13862, 0.71149, 0.87438)
N (1.79503, -0.79067, 1.12743)
N (-1.79870, -0.77970, -0.11622)
N (-0.15745, 0.44194, -1.84140)
P (1.05893, 0.43255, 1.83699)
P (-1.08354, 0.82232, -0.50877)
H (-1.62410, 2.47545, 2.17492)
H (0.03481, 3.04628, 2.35473)
H (-0.88387, 3.23918, 0.76239)
H (2.12211, -2.66319, 1.71021)
H (3.77249, -1.82367, 1.06279)
H (3.14179, -1.59304, 2.70915)
H (-1.69456, -0.65605, 2.07116)
H (-3.16489, -0.67757, 1.58517)
H (-2.40251, -2.22974, 1.41281)
H (0.07301, -1.07119, -3.14876)
H (1.40900, -1.12587, -1.99713)
H (-0.34663, -1.64806, -1.59032)
H (1.08023, 1.34104, -3.25559)
H (-0.54748, 1.47057, -3.65105)
H (0.10118, 2.55092, -2.57925)
H (1.69283, -1.13406, 0.15112)
H (-2.56196, -0.87134, -0.76312)

These are the Mulliken partial charges, in e, on atoms 1 to 5: -1.414, -0.771, -0.831, -1.175, -1.064



# 3
The following is a quantum chemistry calculation of a structure of composition C20H58CrO18, from the OMol25 dataset.

## Properties
Frontier orbital gap (spin up / spin down), eV: 8.78 / 4.49
Net charge: +1
E_LUMO (spin up / spin down), eV: -3.1 / -6.9
Spin multiplicity: 6

Atoms and positions in Å:
Cr (0.79114, 0.66505, 3.01477)
C (-0.22096, -0.18587, -1.24421)
C (-0.20735, -0.70880, 0.21616)
O (-0.49019, 0.16729, 1.30611)
H (0.26308, 0.76848, -1.45164)
H (-1.26088, 0.09990, -1.40233)
H (0.15721, -0.93675, -1.93794)
H (0.79595, -1.07916, 0.42667)
H (-0.94984, -1.50679, 0.21057)
C (3.32022, 2.69434, 0.93554)
C (1.86612, 3.03245, 1.09852)
O (1.35059, 2.72306, 2.45226)
H (3.94931, 2.95044, 1.78804)
H (3.88775, 2.94022, 0.03801)
H (3.20902, 1.62980, 0.72939)
H (1.30873, 2.65802, 0.23990)
H (1.77261, 4.10635, 0.93698)
C (-1.86732, 2.96664, -0.45441)
C (-1.81641, 4.10851, -1.62248)
O (-2.97626, 3.83237, -2.44256)
O (-2.74312, 3.56261, 0.40484)
H (-0.87447, 2.92837, -0.00621)
H (-1.98110, 1.89455, -0.61497)
H (-0.93272, 3.91268, -2.22981)
H (-1.81845, 5.15417, -1.31477)
H (-3.71797, 3.78337, -1.83506)
H (-2.21460, 3.94984, 1.10649)
C (-0.38262, -1.18183, 5.11397)
C (-1.26613, 0.06455, 5.02518)
O (-0.49193, 1.23125, 4.61442)
O (0.20846, -1.32511, 3.80031)
H (-1.02640, -1.98800, 5.46572)
H (0.42401, -1.09865, 5.84234)
H (-1.73804, 0.21173, 5.99665)
H (-2.13681, -0.08873, 4.38760)
H (-0.63292, 1.85931, 5.32664)
H (0.16664, -2.23462, 3.49593)
C (3.31689, -0.27023, 4.50913)
C (3.77896, -0.49457, 3.09174)
O (2.70939, -0.72933, 2.23877)
O (2.44223, 0.73723, 4.69846)
H (4.18400, -0.22644, 5.16814)
H (2.72522, -1.10648, 4.88158)
H (4.33636, -1.41862, 3.24518)
H (4.50607, 0.22765, 2.72051)
H (2.36546, -1.62053, 2.33407)
H (2.48807, 0.88913, 5.64526)
C (3.95767, -1.09545, -1.54296)
C (4.55540, 0.14264, -2.24798)
O (5.97101, 0.25268, -2.20862)
O (4.23624, -1.25948, -0.13572)
H (4.28958, -2.03252, -1.98997)
H (2.87745, -0.96096, -1.59894)
H (4.40893, 1.02039, -1.61853)
H (4.24912, 0.45947, -3.24493)
H (6.30157, 1.13264, -2.40358)
H (3.71053, -0.69073, 0.43151)
C (0.48562, -4.74483, -0.79958)
C (1.86651, -3.99955, -0.83287)
O (2.42472, -3.73669, 0.44422)
O (-0.04766, -4.83290, -2.15587)
H (-0.11702, -4.17619, -0.09136)
H (0.56070, -5.80100, -0.54080)
H (1.67359, -3.05312, -1.33798)
H (2.42556, -4.62032, -1.53302)
H (3.16852, -3.14472, 0.31030)
H (-0.71592, -5.52174, -2.17903)
C (-3.77875, -0.97953, 1.90799)
C (-5.24383, -1.29875, 2.21542)
O (-5.92337, -1.67438, 1.01256)
O (-3.53628, 0.41109, 1.87067)
H (-3.46136, -1.36875, 0.94059)
H (-3.09485, -1.43155, 2.62636)
H (-5.64715, -0.53702, 2.88265)
H (-5.28415, -2.19718, 2.83129)
H (-6.27390, -0.88779, 0.58828)
H (-2.64730, 0.55615, 1.53861)
C (0.84873, 0.36912, -4.49640)
C (0.03410, 1.65361, -4.25871)
O (0.68114, 2.38200, -3.24189)
O (1.85962, 0.79649, -5.46667)
H (0.15280, -0.40535, -4.81887)
H (1.32106, -0.03595, -3.60146)
H (-0.97496, 1.26475, -4.12201)
H (-0.07262, 2.26232, -5.15659)
H (0.22837, 2.12344, -2.43582)
H (2.05823, 1.69025, -5.17796)
C (-4.43460, 0.42394, -3.58309)
C (-3.56789, -0.76689, -3.91842)
O (-4.27737, -1.77839, -4.65895)
O (-5.55087, 0.04675, -2.73460)
H (-4.77358, 1.01492, -4.43393)
H (-3.78275, 1.03546, -2.95921)
H (-3.35269, -1.22585, -2.95346)
H (-2.60095, -0.48145, -4.33272)
H (-4.03936, -2.69530, -4.50331)
H (-5.72459, 0.84717, -2.23386)

These are the Mulliken partial charges, in e, on atoms 1 to 5: 0.180, 0.086, 0.477, 0.157, -0.533



Number 1: E_tot -10439.992 eV, F_max 4.1 eV Å⁻¹. Number 2: E_tot -29986.944 eV, F_max 5.3 eV Å⁻¹. Number 3: E_tot -86940.175 eV, F_max 4.3 eV Å⁻¹.